95
Properties=species:S:1:pos:R:3:forces:R:3:lowdin_spin:R:1 method="wB97M-V/def2-TZVPD" e_lumo_ha="-0.0504 / -0.0515" total_charge=0 spin_multiplicity=2 s2=0.80 orbital_gap_ev="4.91 / 4.83" homo_energy_ev="-6.283 / -6.227"
Co -0.9051 -1.3573 0.4460 0.4 -0.5 -0.5 0.999
O -4.8560 -3.0024 5.6454 0.0 0.0 0.0 0.000
C -3.6406 -2.7844 5.7429 0.0 0.0 0.0 0.000
O -2.8804 -2.7148 6.7262 0.0 0.0 0.0 0.001
C -2.9262 -2.5276 4.3864 0.0 0.0 0.0 0.001
C -3.5844 -2.7016 3.1798 0.0 -0.1 0.0 -0.004
C -2.9183 -2.4228 1.9901 0.0 0.0 0.1 -0.003
N -1.6423 -2.0174 2.0325 -0.1 0.4 0.1 -0.025
C -1.0168 -1.7522 3.1911 0.0 -0.1 0.0 -0.003
C -1.6204 -2.0284 4.3941 0.1 0.0 0.0 -0.002
C 0.2910 -1.1108 2.9772 0.0 -0.1 0.1 -0.005
C 1.0892 -0.6312 4.0128 0.0 -0.1 0.0 0.000
C 2.3165 -0.0738 3.7178 0.0 -0.1 0.0 -0.004
C 2.7336 -0.0219 2.3918 0.0 0.1 0.0 0.000
C 1.8700 -0.4744 1.4149 0.1 -0.1 -0.1 -0.003
N 0.6676 -0.9887 1.6832 -0.2 0.2 0.0 -0.005
C -3.4640 -2.3079 0.6228 0.0 0.1 -0.1 -0.015
C -4.7804 -2.4166 0.3169 0.0 0.0 0.0 0.048
C -5.1885 -1.9565 -0.9959 0.0 -0.1 0.0 0.000
C -4.3122 -1.4584 -1.8758 0.1 0.0 0.0 0.028
C -2.8346 -1.4368 -1.6019 0.1 0.0 -0.1 0.004
N -2.5112 -1.9017 -0.2589 -0.2 -0.1 0.2 -0.024
H -4.6176 -3.0198 3.2052 0.0 0.0 0.0 0.000
H -1.1486 -1.8749 5.3557 -0.1 0.0 0.0 0.000
H 0.7376 -0.7023 5.0320 0.0 0.0 0.0 0.000
H 2.9504 0.3005 4.5107 0.0 0.0 0.0 0.000
H 3.6984 0.3824 2.1179 0.0 0.0 0.0 0.000
H 2.1458 -0.4340 0.3681 0.0 0.0 0.0 0.000
H -5.5019 -2.7710 1.0366 0.0 0.0 0.0 0.003
H -6.2383 -2.0110 -1.2588 0.0 0.1 0.0 -0.001
H -4.6456 -1.1008 -2.8438 0.0 0.0 0.0 0.001
H -2.3094 -2.0633 -2.3433 0.0 0.0 0.0 0.003
C 1.6978 2.8605 -4.1690 -0.9 0.0 0.3 0.000
C 1.9807 2.9214 -2.6875 1.8 0.3 -3.3 0.000
C 3.2483 2.7000 -2.3150 0.1 -0.3 2.5 0.002
C 3.2458 2.4652 -0.8363 -0.9 0.9 -2.1 0.000
C 1.9937 2.6190 -0.3673 1.6 -2.2 2.5 0.000
C -0.3124 3.3615 -0.0620 -2.4 2.8 0.9 -0.010
N -0.2858 4.4468 0.8021 1.1 -0.5 0.4 -0.004
C -0.6537 4.2595 2.1481 0.1 0.0 0.2 0.000
C -0.3042 5.2127 3.1016 -0.1 0.0 0.0 0.000
C -0.6280 4.9984 4.4284 0.0 0.0 0.0 0.000
C -1.2837 3.8376 4.8391 0.0 0.0 0.0 -0.001
C -1.6222 2.8853 3.9009 -0.1 0.0 0.0 0.000
C -1.3178 3.1013 2.5585 0.3 -0.1 -0.1 0.000
C -1.5777 2.0850 1.5458 -0.2 -0.1 -0.1 -0.001
O -1.3526 2.5697 0.2354 0.5 -0.9 -0.7 -0.003
O -1.9565 0.9623 1.6451 -0.1 0.5 0.3 -0.001
C 0.4277 4.5550 -1.9488 -1.0 -2.6 2.0 0.014
C 0.2476 5.9398 -2.4379 0.5 -0.1 -0.1 0.002
H 1.4531 1.8277 -4.4272 0.0 0.0 0.0 0.000
H 2.5817 3.1520 -4.7318 0.0 0.1 0.0 0.000
H 0.8449 3.4660 -4.4771 0.1 0.1 0.0 0.000
H 4.1074 2.6174 -2.9594 0.0 0.0 0.0 0.000
H 4.0859 2.1969 -0.2133 0.1 0.1 0.0 0.000
H 1.7335 2.3056 0.6357 -0.4 0.3 0.1 0.000
H 0.5290 5.0395 0.6950 -0.2 0.2 -0.3 0.000
H 0.2283 6.1068 2.8012 0.0 0.0 0.0 0.000
H -0.3549 5.7446 5.1631 0.0 0.0 0.0 0.000
H -1.5173 3.6842 5.8829 0.0 0.0 0.0 0.000
H -2.1320 1.9707 4.1776 0.0 0.0 0.0 0.000
H -0.7699 6.2622 -2.2099 0.0 0.0 0.0 0.001
H 0.3827 5.9974 -3.5213 -0.1 0.0 0.0 0.001
H 0.9461 6.6415 -1.9796 0.0 0.0 0.0 0.000
C 4.8038 -3.9537 -4.9515 0.0 0.0 0.0 0.000
C 3.7515 -3.8452 -3.8817 0.0 0.0 0.0 0.000
C 2.4998 -4.4254 -4.0416 0.0 0.0 0.0 0.000
C 1.5269 -4.3268 -3.0540 0.0 0.0 0.0 0.000
C 1.8171 -3.6444 -1.8901 0.1 0.0 0.2 -0.001
C 3.0576 -3.0438 -1.7097 0.0 0.0 0.0 0.000
C 4.0181 -3.1518 -2.6994 0.0 0.0 0.0 0.000
S 0.5358 -3.5063 -0.6411 0.0 -0.3 -0.3 0.000
C 1.2989 -4.5524 0.6073 0.1 0.0 0.0 0.001
O -0.6180 -4.2742 -1.1640 0.0 0.0 0.0 0.000
H 4.4440 -4.5339 -5.7995 0.0 0.0 0.0 0.000
H 5.7030 -4.4368 -4.5660 0.0 0.0 0.0 0.000
H 5.0938 -2.9664 -5.3150 0.0 0.0 0.0 0.000
H 2.2781 -4.9665 -4.9535 0.0 0.0 0.0 0.000
H 0.5478 -4.7756 -3.1651 0.0 0.0 0.0 0.000
H 3.2786 -2.5017 -0.7955 0.0 0.0 0.0 0.000
H 4.9913 -2.6951 -2.5582 0.0 0.0 0.0 0.000
H 1.4931 -5.5275 0.1649 0.0 0.0 0.0 0.000
H 0.5784 -4.6356 1.4203 0.0 0.0 0.0 0.000
H 2.2214 -4.0920 0.9627 0.0 0.0 0.0 0.000
Cl 0.7595 3.1306 -1.4468 0.3 2.8 -2.7 0.001
C -0.1778 1.8659 -1.9932 -0.7 -2.9 -1.3 0.006
C -1.3883 1.9184 -2.8092 -0.1 1.5 0.3 0.001
C -2.2838 0.9319 -2.7402 0.0 -0.2 0.0 0.003
C -2.1569 -0.0556 -1.6177 -0.1 0.4 0.3 0.002
N -0.7324 -0.3441 -1.2963 -0.1 -0.6 -0.6 -0.011
C 0.1503 0.5286 -1.6523 0.6 1.1 2.4 0.005
H -1.5465 2.7854 -3.4448 0.0 -0.1 -0.1 0.000
H -3.1698 0.9459 -3.3605 0.1 -0.1 -0.1 0.000
H -2.5881 0.4406 -0.7364 0.1 0.0 0.0 0.000
H 1.1899 0.2955 -1.4086 0.0 -0.1 -0.1 0.000


99
Properties=species:S:1:pos:R:3:forces:R:3:lowdin_charge:R:1 method="wB97M-V/def2-TZVPD" e_lumo_ha=0.0783 total_charge=-1 orbital_gap_ev=8.17 homo_energy_ev=-6.035
Ti -1.7464 -0.1609 2.5053 -0.4 -0.2 0.4 1.121
N -0.5808 -0.2060 -2.1562 0.0 -0.2 0.1 -0.422
P -0.9657 0.9031 -0.9016 0.0 0.1 -0.2 1.011
C -2.5157 1.5709 -1.6143 0.0 -0.1 0.0 -0.353
C -3.5253 0.6626 -1.9409 0.0 0.0 0.0 -0.101
C -4.7697 1.1104 -2.3532 0.0 0.0 0.0 -0.076
C -5.0248 2.4735 -2.4432 0.0 0.0 0.0 -0.095
C -4.0256 3.3814 -2.1288 0.0 0.0 0.0 -0.092
C -2.7776 2.9329 -1.7162 0.0 0.1 0.0 -0.105
C 0.1602 2.3197 -1.2319 0.0 0.0 0.1 -0.374
C 0.5209 2.7337 -2.5128 0.0 0.0 0.0 -0.106
C 1.4036 3.7843 -2.6914 0.0 0.0 0.0 -0.092
C 1.9330 4.4422 -1.5866 0.0 0.0 0.0 -0.092
C 1.5770 4.0439 -0.3076 0.0 0.0 0.0 -0.075
C 0.6975 2.9821 -0.1323 0.0 0.0 0.0 -0.092
P 0.7788 -1.2209 -1.9258 0.0 0.2 -0.2 1.000
C 2.0359 -0.3020 -2.9338 0.0 0.0 0.1 -0.363
C 2.9656 0.4771 -2.2519 0.0 0.0 0.0 -0.108
C 3.8506 1.2976 -2.9383 0.0 0.0 0.0 -0.091
C 3.8143 1.3492 -4.3224 0.0 0.0 0.0 -0.100
C 2.8928 0.5739 -5.0168 0.0 0.0 0.0 -0.089
C 2.0155 -0.2486 -4.3271 0.0 0.0 0.0 -0.097
C 0.4366 -2.5720 -3.1076 0.1 0.0 0.0 -0.396
C 1.4976 -3.4189 -3.4340 0.0 0.0 0.0 -0.121
C 1.3162 -4.4729 -4.3118 0.0 0.0 0.0 -0.096
C 0.0609 -4.7050 -4.8643 0.0 0.0 0.0 -0.101
C -1.0012 -3.8832 -4.5256 0.0 -0.1 0.0 -0.084
C -0.8161 -2.8214 -3.6485 -0.1 0.0 0.1 -0.106
H -0.7720 0.0850 -3.1099 0.0 0.0 0.0 0.060
H -3.3293 -0.3990 -1.8637 0.0 0.0 0.0 0.069
H -5.5451 0.3927 -2.5907 0.0 0.0 0.0 0.105
H -6.0003 2.8246 -2.7554 0.0 0.0 0.0 0.097
H -4.2152 4.4456 -2.2009 0.0 0.0 0.0 0.100
H -2.0063 3.6501 -1.4606 0.0 0.0 0.0 0.102
H 0.1169 2.2232 -3.3801 0.0 0.0 0.0 0.105
H 1.6874 4.0878 -3.6914 0.0 0.0 0.0 0.102
H 2.6244 5.2639 -1.7266 0.0 0.0 0.0 0.097
H 1.9820 4.5563 0.5563 0.0 0.0 0.0 0.102
H 0.4193 2.6623 0.8663 0.0 0.0 0.0 0.083
H 2.9831 0.4557 -1.1693 0.0 0.0 0.0 0.079
H 4.5594 1.9043 -2.3889 0.0 0.0 0.0 0.103
H 4.5004 1.9906 -4.8613 0.0 0.0 0.0 0.097
H 2.8620 0.6065 -6.0992 0.0 0.0 0.0 0.098
H 1.3060 -0.8575 -4.8767 0.0 0.0 0.0 0.105
H 2.4781 -3.2409 -3.0044 0.0 0.0 0.0 0.104
H 2.1493 -5.1186 -4.5597 0.0 0.0 0.0 0.097
H -0.0881 -5.5351 -5.5434 0.0 0.0 0.0 0.095
H -1.9877 -4.0755 -4.9283 0.0 0.0 0.0 0.102
H -1.6606 -2.2145 -3.3518 0.0 0.0 0.0 0.069
N -5.1957 -0.0981 2.0140 0.0 0.0 0.0 0.195
C -4.3598 -0.7863 1.2045 -0.1 0.0 -0.1 -0.449
O -3.1259 -0.4067 1.1425 0.4 -0.1 0.0 -0.175
C -4.8375 -1.8339 0.4064 0.1 0.2 0.1 -0.196
C -6.1961 -2.2095 0.4981 -0.1 0.0 -0.1 -0.239
N -7.3192 -2.4518 0.6141 0.0 0.0 0.0 0.124
C -3.9806 -2.4598 -0.5247 0.1 -0.1 0.0 -0.217
N -3.2805 -2.9545 -1.2968 0.0 0.0 0.0 0.165
H -4.7460 0.2968 2.8295 0.0 0.0 0.0 0.094
H -6.1135 -0.4897 2.1575 0.0 0.0 0.0 0.099
Br -1.6244 6.6439 2.1915 0.0 0.0 0.0 0.688
C -1.7109 4.7448 2.3114 0.0 0.0 0.0 -0.696
C -2.6705 4.0617 1.5876 0.0 0.0 0.0 -0.137
C -2.7065 2.6732 1.6643 0.0 0.0 -0.1 -0.118
C -1.8016 1.9529 2.4475 0.1 -0.1 0.0 -0.212
C -0.8703 2.6912 3.1855 0.0 0.0 0.1 -0.123
C -0.8102 4.0774 3.1233 0.0 0.0 0.0 -0.142
H -3.3723 4.5978 0.9627 0.0 0.0 0.0 0.097
H -3.4499 2.1498 1.0732 0.0 0.0 0.0 0.090
H -0.1711 2.1766 3.8352 0.0 0.0 0.0 0.086
H -0.0763 4.6309 3.6941 0.0 0.0 0.0 0.097
C 2.2970 0.2419 3.6234 0.0 0.0 0.0 -0.047
C 2.2616 -1.0353 2.7818 -0.1 0.0 0.1 -0.471
C 2.7351 -0.6592 1.3670 -0.1 0.0 0.0 -0.047
C 0.8094 -1.5451 2.6353 0.1 0.2 -0.2 -0.447
C 3.1704 -2.1430 3.3042 0.0 0.0 0.0 -0.186
C 3.9852 -1.9676 4.4179 0.0 0.0 0.0 -0.040
C 4.8431 -2.9715 4.8444 0.0 0.0 0.0 -0.084
C 4.8993 -4.1794 4.1682 0.0 0.0 0.0 -0.101
C 4.0884 -4.3721 3.0593 0.0 0.0 0.0 -0.080
C 3.2403 -3.3634 2.6325 0.0 0.0 0.0 -0.041
H 2.0059 0.0692 4.6571 0.0 0.0 0.0 0.072
H 3.2978 0.6790 3.6034 0.0 0.0 0.0 0.092
H 1.6080 0.9625 3.1837 0.0 0.0 0.0 0.068
H 2.1281 0.1640 0.9862 0.0 0.0 0.0 0.066
H 2.6436 -1.4935 0.6712 0.0 0.0 0.0 0.064
H 3.7817 -0.3497 1.4090 0.0 0.0 0.0 0.098
H 0.7953 -2.4665 2.0429 0.0 0.0 0.1 0.103
H 3.9404 -1.0452 4.9781 0.0 0.0 0.0 0.103
H 5.4623 -2.8078 5.7176 0.0 0.0 0.0 0.098
H 5.5628 -4.9658 4.5050 0.0 0.0 0.0 0.094
H 4.1125 -5.3128 2.5239 0.0 0.0 0.0 0.100
H 2.6201 -3.5392 1.7623 0.0 0.0 0.0 0.113
F 1.2329 -1.9078 5.6400 0.1 0.0 0.0 -0.527
Te -0.2394 -2.2670 4.4218 0.1 0.1 -0.1 2.029
F -3.1079 -0.4184 3.7281 0.0 0.3 -0.2 -0.389
F -0.7883 -0.1235 4.2730 0.0 0.1 0.2 -0.527
F -1.6527 -2.2995 2.8386 -0.1 -0.2 0.1 -0.547
F 0.4103 -4.0280 4.0228 0.0 -0.1 0.0 -0.515
O 0.0037 -0.5966 2.0392 -0.4 0.0 -0.2 -0.356


94
Properties=species:S:1:pos:R:3:forces:R:3:lowdin_charge:R:1 method="wB97M-V/def2-TZVPD" e_lumo_ha=-0.0001 total_charge=0 orbital_gap_ev=7.00 homo_energy_ev=-7.005
Cs 0.2903 0.8596 1.4700 -0.1 0.2 -0.8 1.070
Cl 3.1801 3.1220 8.4774 0.0 0.0 0.0 0.628
C 2.5548 2.2510 7.1028 0.0 0.0 0.0 -0.681
C 3.2491 1.1177 6.6543 0.0 0.0 0.0 -0.134
C 2.7850 0.4102 5.5829 0.0 0.0 0.1 -0.572
Cl 3.6534 -0.9987 5.0514 0.0 0.0 0.0 0.687
C 1.5907 0.7687 4.8630 0.0 -0.2 -0.2 -0.428
O 1.1961 0.0897 3.8723 0.0 -0.1 0.5 -0.321
C 0.9290 1.9424 5.3537 -0.2 0.1 -0.1 -0.129
C -0.2914 2.4639 4.7614 -0.1 0.1 0.3 -0.238
O -0.9052 2.0697 3.7834 0.0 -0.1 0.1 -0.139
C 1.4147 2.6517 6.4676 0.1 -0.1 0.0 -0.084
H 4.1507 0.8061 7.1641 0.0 0.0 0.0 0.103
H -0.7063 3.3331 5.3153 0.1 0.0 0.0 0.120
H 0.8718 3.5242 6.8114 0.0 0.0 0.0 0.109
C 4.6903 1.7277 -0.7411 0.0 0.1 0.0 -0.058
C 4.6718 0.5517 0.2289 0.1 0.0 0.0 -0.383
C 4.2438 0.9946 1.6223 -0.1 0.0 0.0 -0.065
C 3.8122 -0.6080 -0.2879 -0.1 0.0 0.0 -0.261
C 4.3630 -1.2571 -1.5688 -0.1 0.0 -0.2 -0.064
O 3.3711 -0.9515 -2.5845 0.2 0.0 0.2 0.013
C 2.3346 -0.4070 -1.9103 -0.3 0.0 -0.3 -0.385
N 2.4505 -0.1731 -0.6746 0.3 -0.1 0.2 0.131
C 1.1333 -0.1285 -2.7325 0.1 0.0 0.1 -0.149
C 1.3014 0.6754 -3.8571 -0.1 0.0 0.0 -0.013
C 0.2112 1.0407 -4.6267 0.0 0.0 0.0 -0.087
C -1.0547 0.6018 -4.2645 0.0 0.1 -0.1 -0.084
C -1.2147 -0.2218 -3.1645 -0.1 -0.1 0.1 -0.102
C -0.1268 -0.6226 -2.3862 -0.1 -0.3 0.1 -0.301
P -0.4644 -1.6778 -0.8893 0.2 0.2 -0.4 1.075
C -1.8263 -2.7558 -1.4888 0.1 0.1 0.0 -0.370
C -1.8985 -3.3225 -2.7632 0.0 0.0 0.0 -0.096
C -2.9379 -4.1738 -3.0928 0.0 0.0 0.0 -0.079
C -3.9200 -4.4726 -2.1531 0.0 0.0 0.0 -0.088
C -3.8603 -3.9140 -0.8882 0.0 0.0 0.0 -0.078
C -2.8164 -3.0542 -0.5610 -0.1 0.0 0.1 -0.093
C 0.9145 -2.8886 -0.8875 0.0 0.0 0.1 -0.367
C 1.3774 -3.2702 0.3751 -0.1 0.1 -0.2 -0.093
C 2.3756 -4.2252 0.5018 0.0 0.0 0.1 -0.076
C 2.9240 -4.8050 -0.6323 0.0 0.0 0.0 -0.090
C 2.4742 -4.4275 -1.8911 0.0 0.0 0.0 -0.085
C 1.4738 -3.4753 -2.0188 0.0 0.0 -0.1 -0.088
H 5.3920 2.4919 -0.4042 0.0 0.0 0.0 0.082
H 3.7002 2.1854 -0.8000 0.0 0.0 0.0 0.082
H 4.9808 1.4357 -1.7533 0.0 0.0 0.0 0.077
H 5.6880 0.1436 0.3024 0.0 0.0 0.0 0.141
H 3.2511 1.4460 1.5970 0.0 0.0 0.0 0.035
H 4.9233 1.7505 2.0186 0.0 0.0 0.0 0.086
H 4.2037 0.1596 2.3228 0.0 0.0 0.0 0.059
H 3.7170 -1.3507 0.5082 0.0 0.0 0.0 0.141
H 4.4297 -2.3424 -1.5077 0.0 0.0 0.1 0.114
H 5.3153 -0.8398 -1.8932 0.0 0.0 0.0 0.123
H 2.2963 1.0126 -4.1187 0.0 0.0 0.0 0.122
H 0.3451 1.6589 -5.5054 0.0 0.0 0.0 0.103
H -1.9158 0.8939 -4.8533 0.0 0.0 0.0 0.108
H -2.2047 -0.5803 -2.9074 0.0 0.0 0.0 0.106
H -1.1451 -3.0916 -3.5064 0.0 0.0 0.0 0.102
H -2.9854 -4.6104 -4.0823 0.0 0.0 0.0 0.103
H -4.7316 -5.1408 -2.4122 0.0 0.0 0.0 0.101
H -4.6245 -4.1399 -0.1557 0.0 0.0 0.0 0.103
H -2.7700 -2.6103 0.4275 0.0 0.0 0.0 0.087
H 0.9429 -2.7938 1.2463 0.0 -0.1 0.1 0.100
H 2.7219 -4.5071 1.4880 0.0 0.0 0.0 0.108
H 3.7024 -5.5524 -0.5435 0.0 0.0 0.0 0.103
H 2.9046 -4.8761 -2.7777 0.0 0.0 0.0 0.106
H 1.1504 -3.1880 -3.0126 0.0 0.0 0.0 0.108
O -1.0944 -1.5267 3.2531 0.0 0.2 0.0 -0.105
C -2.4367 -1.4188 3.6313 -0.1 0.0 0.1 -0.207
C -3.3262 -0.7002 2.6333 0.0 0.0 0.0 -0.263
C -4.7139 -0.7323 2.7877 0.1 0.0 0.0 -0.023
C -5.5033 -0.0675 1.8732 -0.1 0.1 -0.1 -0.067
C -4.8963 0.6153 0.8230 0.0 -0.1 0.1 -0.064
C -3.5172 0.5883 0.7575 0.0 0.0 -0.1 -0.147
N -2.7443 -0.0538 1.6339 0.0 0.1 0.0 0.058
H -0.5917 -0.7537 3.5699 0.1 -0.2 0.2 0.009
H -2.5450 -0.9173 4.6009 0.0 0.0 0.0 0.135
H -2.8222 -2.4352 3.7569 0.0 0.0 0.0 0.126
H -5.1553 -1.2753 3.6144 0.0 0.0 0.0 0.117
H -6.5819 -0.0783 1.9687 0.0 0.0 0.0 0.106
H -5.4801 1.1448 0.0835 0.0 0.0 0.0 0.099
H -2.9922 1.1039 -0.0437 0.0 0.0 0.0 0.093
N -0.4735 2.5935 -1.1631 0.0 0.0 0.0 0.159
C -1.1236 3.2165 -1.8762 0.1 0.0 0.0 -0.152
C -1.9330 4.0126 -2.7576 0.0 -0.1 0.1 -0.222
C -1.4568 4.3542 -4.0211 -0.1 0.0 0.0 -0.029
C -2.2484 5.1276 -4.8529 0.0 0.0 0.0 -0.067
C -3.5005 5.5517 -4.4278 0.0 0.0 0.0 -0.072
C -3.9689 5.2082 -3.1679 0.0 0.0 0.1 -0.068
C -3.1870 4.4364 -2.3238 0.0 0.1 -0.1 -0.024
H -0.4798 4.0130 -4.3328 0.0 0.0 0.0 0.113
H -1.8869 5.4023 -5.8347 0.0 0.0 0.0 0.108
H -4.1144 6.1566 -5.0819 0.0 0.0 0.0 0.107
H -4.9433 5.5428 -2.8388 0.0 0.0 0.0 0.108
H -3.5360 4.1660 -1.3364 0.0 0.0 0.0 0.119


These records have DFT total energy values of -4589.8971, -6943.4927, -3447.2566 Eh, in the order they appear.
These records have max |F| values of 3.93, 0.55, 0.80 eV/Å, in the order they appear.